# 1
{
  "formula": "C24H59N3O14P3",
  "method": "ωB97M-V/def2-TZVPD",
  "molar_mass_da": 706.7,
  "energy_ev": -86838.19191,
  "largest_force_ev_per_a": 9.71,
  "homo_lumo_gap_ev": 3.10,
  "total_charge": -1,
  "elements": ["C", "C", "N", "C", "N", "C", "N", "C", "C", "O", "O", "H", "H", "H", "H", "H", "H", "H", "H", "H", "H", "H", "H", "H", "H", "O", "P", "O", "C", "C", "O", "C", "C", "O", "C", "C", "H", "H", "H", "H", "H", "H", "H", "H", "H", "H", "H", "H", "H", "H", "H", "O", "P", "O", "C", "C", "O", "C", "C", "O", "C", "C", "H", "H", "H", "H", "H", "H", "H", "H", "H", "H", "H", "H", "H", "H", "H", "O", "P", "O", "C", "C", "O", "C", "C", "O", "C", "C", "H", "H", "H", "H", "H", "H", "H", "H", "H", "H", "H", "H", "H", "H", "H"],
  "coordinates": [[-7.601, 0.743, -4.618], [-6.528, 0.873, -3.360], [-5.299, 0.003, -3.507], [-4.103, 0.753, -4.047], [-4.419, 1.837, -5.052], [-3.126, 1.404, -2.886], [-1.667, 1.427, -3.387], [-0.810, 2.293, -2.486], [-3.168, -0.378, -4.845], [-3.057, -1.592, -4.252], [-2.480, -0.093, -6.113], [-8.251, -0.249, -4.481], [-7.017, 0.600, -5.625], [-8.345, 1.654, -4.656], [-6.310, 2.005, -3.143], [-7.115, 0.457, -2.408], [-5.022, -0.396, -2.583], [-5.047, 1.517, -5.820], [-4.736, 2.728, -4.610], [-3.405, 2.535, -2.677], [-3.203, 0.775, -1.880], [-1.638, 1.915, -4.329], [-0.551, 1.813, -1.447], [-1.257, 3.387, -2.343], [0.219, 2.451, -3.070], [-4.245, -4.115, 1.828], [-3.456, -2.858, 1.388], [-2.291, -3.731, 0.604], [-2.632, -4.349, -0.624], [-2.810, -3.323, -1.725], [-2.708, -2.713, 2.867], [-3.487, -2.861, 4.046], [-3.184, -4.203, 4.691], [-2.574, -1.453, 0.896], [-1.300, -1.063, 1.394], [-0.145, -1.888, 0.863], [-3.536, -4.956, -0.505], [-1.814, -5.026, -0.885], [-3.661, -2.668, -1.514], [-2.982, -3.815, -2.687], [-1.926, -2.684, -1.810], [-4.555, -2.753, 3.830], [-3.215, -2.054, 4.734], [-3.275, -5.029, 3.976], [-3.858, -4.395, 5.531], [-2.154, -4.224, 5.058], [-1.287, -1.008, 2.489], [-1.156, -0.031, 1.052], [-0.122, -2.881, 1.323], [0.810, -1.403, 1.092], [-0.218, -2.021, -0.220], [4.649, -3.140, -0.154], [4.939, -1.818, -0.907], [4.170, -2.311, -2.286], [2.755, -2.377, -2.273], [2.139, -0.993, -2.250], [6.485, -2.290, -1.301], [7.293, -2.895, -0.300], [7.407, -4.385, -0.571], [5.262, -0.342, -1.749], [6.156, -0.197, -2.846], [5.628, -0.748, -4.156], [2.410, -2.973, -1.422], [2.447, -2.898, -3.185], [2.387, -0.471, -1.320], [1.051, -1.052, -2.334], [2.522, -0.381, -3.073], [6.894, -2.700, 0.701], [8.286, -2.437, -0.345], [6.425, -4.851, -0.709], [7.921, -4.895, 0.250], [7.965, -4.562, -1.495], [7.153, -0.590, -2.616], [6.293, 0.883, -2.970], [5.650, -1.842, -4.164], [6.246, -0.404, -4.992], [4.597, -0.431, -4.331], [1.714, 2.732, 2.267], [0.772, 3.613, 3.124], [2.007, 4.529, 3.733], [2.633, 5.462, 2.872], [1.719, 6.633, 2.570], [0.681, 2.476, 4.335], [0.488, 1.113, 3.983], [1.786, 0.348, 4.176], [-0.281, 4.598, 4.080], [-0.360, 4.581, 5.501], [0.800, 5.266, 6.196], [2.955, 4.969, 1.948], [3.531, 5.822, 3.382], [0.839, 6.305, 2.008], [2.244, 7.390, 1.981], [1.357, 7.094, 3.494], [0.116, 1.019, 2.957], [-0.283, 0.700, 4.642], [2.626, 0.836, 3.669], [1.697, -0.675, 3.797], [2.047, 0.306, 5.237], [-0.523, 3.570, 5.891], [-1.271, 5.137, 5.749], [1.707, 4.657, 6.149], [0.571, 5.426, 7.256], [1.020, 6.234, 5.738]],
  "lowdin_charge": [-0.14, -0.29, -0.03, -0.42, 0.05, -0.15, -0.14, -0.19, -0.39, -0.17, -0.28, 0.08, 0.06, 0.07, 0.10, 0.11, 0.09, 0.08, 0.06, 0.10, 0.13, 0.11, 0.07, 0.07, 0.09, -0.22, 0.78, -0.25, -0.30, -0.09, -0.27, -0.31, -0.08, -0.26, -0.29, -0.06, 0.10, 0.12, 0.07, 0.08, 0.07, 0.10, 0.11, 0.07, 0.07, 0.07, 0.10, 0.11, 0.08, 0.07, 0.07, -0.21, 0.78, -0.25, -0.29, -0.08, -0.27, -0.31, -0.08, -0.27, -0.30, -0.08, 0.10, 0.13, 0.07, 0.08, 0.07, 0.10, 0.11, 0.07, 0.07, 0.07, 0.11, 0.12, 0.07, 0.08, 0.08, -0.20, 0.78, -0.26, -0.30, -0.08, -0.26, -0.30, -0.07, -0.27, -0.29, -0.08, 0.11, 0.12, 0.07, 0.08, 0.07, 0.09, 0.12, 0.07, 0.07, 0.07, 0.11, 0.12, 0.07, 0.08, 0.07]
}

---

# 2
{
  "formula": "C24H60BF4NO18P4",
  "method": "ωB97M-V/def2-TZVPD",
  "molar_mass_da": 861.4,
  "energy_ev": -112903.60300,
  "largest_force_ev_per_a": 14.54,
  "homo_lumo_gap_ev": 5.11,
  "de_lowest_kj_mol": 221.14,
  "elements": ["C", "C", "C", "C", "C", "C", "N", "O", "C", "C", "C", "H", "H", "H", "H", "H", "H", "H", "H", "H", "H", "H", "H", "H", "H", "H", "H", "H", "H", "B", "F", "F", "F", "F", "C", "C", "O", "C", "H", "H", "H", "H", "H", "H", "C", "O", "P", "O", "O", "C", "O", "C", "H", "H", "H", "H", "H", "H", "H", "H", "H", "C", "O", "P", "O", "O", "C", "O", "C", "H", "H", "H", "H", "H", "H", "H", "H", "H", "C", "O", "P", "O", "O", "C", "O", "C", "H", "H", "H", "H", "H", "H", "H", "H", "H", "C", "O", "P", "O", "O", "C", "O", "C", "H", "H", "H", "H", "H", "H", "H", "H", "H"],
  "coordinates": [[-0.402, -1.488, -3.282], [0.828, -2.010, -4.155], [1.804, -0.867, -4.469], [2.527, -0.364, -3.240], [3.454, -1.533, -2.749], [2.695, -2.879, -2.494], [1.585, -3.031, -3.478], [1.138, -4.181, -3.477], [2.197, -3.071, -1.075], [3.680, -4.210, -2.822], [0.364, -2.550, -5.582], [-1.016, -2.390, -3.096], [-0.859, -0.641, -3.733], [-0.143, -1.275, -2.298], [1.217, 0.112, -4.702], [2.388, -1.148, -5.528], [1.868, -0.065, -2.510], [3.178, 0.412, -3.445], [3.846, -1.081, -1.855], [4.144, -1.582, -3.286], [1.368, -3.870, -0.897], [1.408, -2.201, -1.095], [2.925, -3.026, -0.309], [3.069, -5.211, -2.594], [4.609, -3.806, -2.275], [4.048, -4.574, -3.835], [-0.224, -3.465, -5.636], [1.194, -2.810, -6.341], [-0.399, -1.903, -5.904], [1.178, 1.096, 0.400], [0.648, 2.018, 1.336], [0.300, 0.366, -0.284], [2.014, 1.890, -0.413], [2.015, 0.267, 1.118], [-2.989, 1.543, 0.829], [-3.313, 2.779, -0.023], [-4.201, 2.625, -1.002], [-2.426, 3.954, 0.030], [-2.275, 0.952, 0.298], [-3.952, 0.959, 0.870], [-2.449, 1.821, 1.689], [-2.033, 4.127, 1.123], [-3.141, 4.847, -0.438], [-1.513, 3.736, -0.259], [-6.750, -4.326, -2.282], [-5.370, -4.492, -1.833], [-4.682, -3.516, -0.736], [-5.418, -2.270, -0.573], [-4.819, -4.399, 0.638], [-6.079, -4.750, 1.084], [-3.179, -3.100, -0.793], [-2.666, -1.753, -0.445], [-6.818, -5.077, -3.159], [-7.109, -3.589, -2.822], [-7.403, -4.018, -1.494], [-6.721, -3.944, 0.834], [-6.241, -4.536, 2.052], [-6.551, -5.845, 0.881], [-1.609, -1.519, -0.204], [-3.301, -1.484, 0.279], [-2.841, -1.097, -1.296], [-0.729, 3.843, -6.975], [-0.272, 4.570, -5.871], [0.180, 3.873, -4.469], [0.900, 2.648, -4.868], [1.174, 4.835, -3.625], [1.990, 4.399, -2.620], [-1.186, 3.378, -3.695], [-0.980, 2.312, -2.713], [-0.004, 3.367, -7.451], [-1.270, 4.359, -7.628], [-1.484, 2.981, -6.629], [1.433, 4.049, -1.588], [2.851, 5.064, -2.418], [2.443, 3.532, -2.835], [-1.888, 1.997, -2.255], [-0.270, 2.642, -1.958], [-0.460, 1.462, -3.302], [-0.642, -3.647, 7.275], [-0.269, -3.167, 5.977], [-0.553, -1.663, 5.423], [-2.030, -1.271, 5.606], [0.368, -0.712, 6.339], [-0.210, 0.273, 7.276], [-0.060, -1.292, 3.971], [-0.870, -0.645, 3.151], [-0.299, -3.097, 7.984], [-0.397, -4.645, 7.522], [-1.763, -3.634, 7.189], [-1.080, 0.030, 7.879], [-0.580, 1.086, 6.825], [0.637, 0.405, 8.054], [-0.323, -0.477, 2.263], [-1.166, 0.291, 3.487], [-1.696, -1.420, 2.944], [4.033, 3.520, 1.842], [4.442, 2.791, 3.014], [4.086, 3.321, 4.488], [3.697, 4.755, 4.572], [2.858, 2.458, 5.120], [2.027, 1.728, 4.294], [5.309, 3.167, 5.523], [5.564, 4.183, 6.548], [4.651, 3.290, 1.051], [4.113, 4.766, 2.186], [2.767, 3.400, 1.589], [1.211, 1.200, 4.705], [2.527, 1.258, 3.498], [1.650, 2.580, 3.720], [6.304, 3.759, 7.034], [4.729, 4.258, 7.072], [5.745, 5.278, 6.235]],
  "lowdin_charge": [0.05, -0.41, -0.13, -0.12, -0.06, -0.38, 0.01, 0.18, 0.01, 0.00, -0.01, 0.11, 0.09, 0.03, 0.13, 0.18, 0.08, 0.11, 0.14, 0.00, 0.13, 0.11, 0.09, 0.12, 0.11, 0.08, 0.08, 0.12, 0.07, -1.42, 0.08, 0.18, 0.08, 0.12, -0.01, -0.41, -0.05, -0.03, 0.05, 0.12, 0.06, 0.13, 0.17, 0.00, -0.08, -0.22, 0.42, -0.23, -0.21, -0.16, -0.21, -0.04, 0.14, 0.02, 0.08, 0.06, 0.04, 0.16, 0.09, 0.02, 0.09, -0.10, -0.20, 0.52, -0.27, -0.19, -0.15, -0.22, -0.07, 0.04, 0.04, 0.15, 0.14, 0.11, 0.02, 0.07, 0.06, 0.09, -0.06, -0.22, 0.51, -0.29, -0.24, -0.07, -0.19, -0.17, 0.02, 0.08, 0.12, 0.08, 0.03, 0.13, 0.07, 0.08, 0.13, -0.10, -0.25, 0.46, -0.28, -0.20, -0.12, -0.22, -0.05, 0.03, 0.15, 0.16, 0.07, 0.07, 0.09, 0.03, 0.03, 0.13]
}